The following is a DFT calculation (wB97M-V/def2-TZVPD) of 8 unconnected molecules or ions with the total composition C36H66F12N12P2.

Each atom is followed by the atoms it is bonded to, with distances in Å.
Geometry (Å):
1 P 0.546 -0.119 -0.763  F3 1.642, F4 1.646, F5 1.605, F9 1.652, F10 1.669, F14 1.643
2 P 0.264 4.011 -4.439  F6 1.606, F7 1.601, F8 1.606, F11 1.621, F12 1.650, F13 1.640
3 F 0.588 0.986 0.451  P1 1.642
4 F -1.090 -0.015 -0.911  P1 1.646
5 F 0.489 -1.252 0.371  P1 1.605
6 F -1.067 3.168 -4.750  P2 1.606
7 F 1.134 2.766 -4.946  P2 1.601
8 F 0.307 4.362 -6.005  P2 1.606
9 F 0.699 0.923 -2.037  P1 1.652
10 F 2.213 -0.118 -0.860  P1 1.669
11 F 0.371 3.454 -2.921  P2 1.621
12 F 1.636 4.906 -4.240  P2 1.650
13 F -0.631 5.273 -3.894  P2 1.640
14 F 0.463 -1.342 -1.856  P1 1.643
15 N -3.043 -4.048 -2.995  C30 1.426, C48 1.407, C59 1.357
16 N 4.675 3.609 -3.760  C34 1.402, C51 1.446, C54 1.370
17 N -0.043 5.137 0.359  C33 1.356, C42 1.390, C45 1.448
18 N -0.763 -5.349 2.467  C37 1.427, C56 1.444, C60 1.337
19 N -5.137 -4.631 -3.559  C30 1.412, C43 1.404, C52 1.429
20 N -3.740 0.610 1.728  C29 1.440, C44 1.476, C61 1.376
21 N -0.505 -7.610 2.362  C37 1.339, C38 1.354, C39 1.466
22 N 3.307 0.010 3.163  C31 1.367, C50 1.427, C58 1.431
23 N 3.948 1.562 -4.441  C34 1.407, C36 1.411, C46 1.442
24 N -3.720 0.351 3.921  C29 1.317, C35 1.425, C62 1.410
25 N -1.491 6.822 0.763  C27 1.381, C32 1.469, C33 1.394
26 N 4.400 -1.838 3.685  C28 1.413, C31 1.394, C47 1.485
27 C -0.660 7.166 -0.285  N25 1.381, C42 1.395, H87 1.080
28 C 3.767 -2.090 2.446  N26 1.413, C50 1.370, H92 1.080
29 C -4.339 1.021 2.972  N20 1.440, N24 1.317, H72 1.080
30 C -4.406 -3.656 -2.846  N15 1.426, N19 1.412, H118 1.080
31 C 4.091 -0.555 4.131  N22 1.367, N26 1.394, H89 1.080
32 C -2.611 7.545 1.381  N25 1.469, C40 1.572, H68 1.090, H120 1.090
33 C -1.126 5.515 1.083  N17 1.356, N25 1.394, H115 1.080
34 C 4.829 2.618 -4.740  N16 1.402, N23 1.407, H71 1.080
35 C -3.861 0.496 5.331  N24 1.425, H96 1.090, H112 1.090, H116 1.090
36 C 3.304 1.985 -3.260  N23 1.411, C54 1.380, H124 1.080
37 C -0.111 -6.447 1.829  N18 1.427, N21 1.339, H117 1.080
38 C -1.534 -7.350 3.203  N21 1.354, C60 1.385, H83 1.080
39 C 0.302 -8.832 2.284  N21 1.466, C41 1.496, H65 1.090, H108 1.090
40 C -3.655 6.662 2.157  C32 1.572, H70 1.090, H74 1.090, H109 1.090
41 C 1.109 -9.178 3.495  C39 1.496, H105 1.090, H119 1.090, H123 1.090
42 C 0.319 6.190 -0.475  N17 1.390, C27 1.395, H125 1.080
43 C -4.286 -5.599 -4.115  N19 1.404, C48 1.367, H122 1.080
44 C -3.864 1.191 0.377  N20 1.476, C57 1.623, H85 1.090, H111 1.090
45 C 0.681 3.895 0.523  N17 1.448, H80 1.090, H97 1.090, H99 1.090
46 C 3.811 0.349 -5.209  N23 1.442, H95 1.090, H103 1.090, H127 1.090
47 C 5.230 -2.884 4.335  N26 1.485, H76 1.090, H86 1.090, H113 1.090
48 C -3.020 -5.146 -3.875  N15 1.407, C43 1.367, H82 1.080
49 C 3.544 2.398 2.454  C58 1.578, H64 1.090, H81 1.090, H128 1.090
50 C 3.122 -0.931 2.106  N22 1.427, C28 1.370, H107 1.080
51 C 5.346 4.890 -3.729  N16 1.446, C53 1.617, H77 1.090, H93 1.090
52 C -6.566 -4.686 -3.540  N19 1.429, H75 1.090, H84 1.090, H102 1.090
53 C 4.682 6.002 -4.697  C51 1.617, H73 1.090, H90 1.090, H110 1.090
54 C 3.750 3.218 -2.829  N16 1.370, C36 1.380, H79 1.080
55 C -0.848 -4.152 -1.977  C59 1.532, H78 1.090, H91 1.090, H101 1.090
56 C -0.556 -3.950 2.179  N18 1.444, H104 1.090, H106 1.090, H114 1.090
57 C -3.038 2.586 0.319  C44 1.623, H66 1.090, H67 1.090, H88 1.090
58 C 2.750 1.322 3.292  N22 1.431, C49 1.578, H98 1.090, H100 1.090
59 C -2.008 -3.311 -2.519  N15 1.357, C55 1.532, H63 1.090, H94 1.090
60 C -1.732 -5.981 3.137  N18 1.337, C38 1.385, H126 1.080
61 C -2.701 -0.217 2.089  N20 1.376, C62 1.325, H69 1.080
62 C -2.664 -0.424 3.397  N24 1.410, C61 1.325, H121 1.080
63 H -2.383 -2.587 -1.796  C59 1.090
64 H 3.257 3.402 2.765  C49 1.090
65 H -0.423 -9.640 2.190  C39 1.090
66 H -2.021 2.442 0.686  C57 1.090
67 H -3.026 2.918 -0.719  C57 1.090
68 H -3.177 8.030 0.585  C32 1.090
69 H -2.031 -0.550 1.310  C61 1.080
70 H -3.271 6.242 3.087  C40 1.090
71 H 5.559 2.600 -5.536  C34 1.080
72 H -5.010 1.838 3.192  C29 1.080
73 H 3.789 6.373 -4.194  C53 1.090
74 H -4.489 7.274 2.499  C40 1.090
75 H -6.893 -5.375 -2.760  C52 1.090
76 H 5.762 -3.489 3.602  C47 1.090
77 H 5.422 5.277 -2.713  C51 1.090
78 H -1.132 -5.114 -1.550  C55 1.090
79 H 3.483 3.929 -2.061  C54 1.080
80 H 0.242 3.299 -0.278  C45 1.090
81 H 4.587 2.248 2.733  C49 1.090
82 H -2.053 -5.407 -4.280  C48 1.080
83 H -2.114 -8.128 3.678  C38 1.080
84 H -7.114 -4.865 -4.465  C52 1.090
85 H -4.884 1.305 0.011  C44 1.090
86 H 4.627 -3.377 5.098  C47 1.090
87 H -0.883 8.042 -0.876  C27 1.080
88 H -3.458 3.370 0.949  C57 1.090
89 H 4.394 -0.120 5.072  C31 1.080
90 H 5.256 6.809 -5.153  C53 1.090
91 H -0.110 -4.328 -2.760  C55 1.090
92 H 3.996 -2.996 1.904  C28 1.080
93 H 6.395 4.743 -3.987  C51 1.090
94 H -1.549 -2.752 -3.334  C59 1.090
95 H 4.831 0.039 -5.440  C46 1.090
96 H -3.939 -0.513 5.737  C35 1.090
97 H 0.336 3.295 1.365  C45 1.090
98 H 1.756 1.297 2.847  C58 1.090
99 H 1.762 3.898 0.380  C45 1.090
100 H 2.882 1.688 4.310  C58 1.090
101 H -0.241 -3.636 -1.234  C55 1.090
102 H -6.727 -3.685 -3.140  C52 1.090
103 H 3.357 -0.388 -4.547  C46 1.090
104 H 0.340 -3.506 2.613  C56 1.090
105 H 1.693 -10.096 3.426  C41 1.090
106 H -0.374 -3.803 1.114  C56 1.090
107 H 2.555 -0.562 1.264  C50 1.080
108 H 0.919 -8.746 1.389  C39 1.090
109 H -3.973 5.746 1.659  C40 1.090
110 H 4.382 5.436 -5.579  C53 1.090
111 H -3.322 0.460 -0.224  C44 1.090
112 H -4.805 1.006 5.519  C35 1.090
113 H 5.969 -2.292 4.875  C47 1.090
114 H -1.432 -3.355 2.436  C56 1.090
115 H -1.653 4.976 1.855  C33 1.080
116 H -3.034 1.082 5.732  C35 1.090
117 H 0.849 -6.323 1.350  C37 1.080
118 H -4.824 -2.798 -2.341  C30 1.080
119 H 1.788 -8.337 3.632  C41 1.090
120 H -2.258 8.305 2.078  C32 1.090
121 H -2.095 -0.995 4.115  C62 1.080
122 H -4.760 -6.451 -4.579  C43 1.080
123 H 0.439 -9.304 4.346  C41 1.090
124 H 2.582 1.255 -2.923  C36 1.080
125 H 1.158 6.206 -1.154  C42 1.080
126 H -2.469 -5.391 3.661  C60 1.080
127 H 3.347 0.607 -6.161  C46 1.090
128 H 3.356 2.183 1.402  C49 1.090

**Total charge**: +4
**Energy relative to the best compared isomer or geometry (same formula, charge and spin)**: 496.9 kJ/mol

The following is a DFT calculation (wB97M-V/def2-TZVPD) of 3 unconnected molecules or ions with the total composition C36H66IN4O5.

Each atom is followed by the atoms it is bonded to, with distances in Å.
Geometry (Å):
1 I -5.237 4.528 4.634  C11 2.162
2 O 2.281 -4.668 -2.597  C23 1.218
3 O 0.443 -4.392 3.861  C38 1.382, H107 0.966
4 O 3.799 1.625 -4.287  C39 1.217
5 O -1.540 1.990 -2.502  C31 1.421, H91 0.961
6 O -1.574 -4.753 2.905  C38 1.212
7 N 2.378 -6.937 -2.666  C12 1.454, C23 1.343, C37 1.451
8 N 3.896 -0.646 -4.376  C18 1.453, C24 1.453, C39 1.344
9 N -3.051 2.250 2.016  C13 1.503, C22 1.516, C36 1.500, H59 1.022
10 N -2.006 0.382 0.056  C27 1.461, C32 1.466, C44 1.460
11 C -4.263 4.362 2.711  I1 2.162, C17 1.556, C36 1.555, H101 1.090
12 C 3.814 -6.950 -2.438  N7 1.454, H76 1.091, H87 1.091, H111 1.087
13 C -2.975 2.545 0.544  N9 1.503, C14 1.514, C44 1.540, H103 1.096
14 C -1.771 3.347 0.095  C13 1.514, H57 1.090, H67 1.086, H100 1.090
15 C 0.949 1.600 1.485  C41 1.529, C46 1.546, H83 1.090, H93 1.097
16 C 0.583 -1.111 -0.657  C21 1.364, C34 1.373, H62 1.086
17 C -3.910 5.777 2.168  C11 1.556, H49 1.090, H74 1.088, H86 1.085
18 C 3.185 -1.901 -4.547  N8 1.453, H58 1.092, H78 1.088, H84 1.091
19 C -2.762 -1.256 1.876  C25 1.547, C32 1.542, H51 1.087, H96 1.100
20 C -3.767 1.284 -1.574  C31 1.551, C44 1.526, H68 1.093, H88 1.090
21 C 1.697 -1.850 -0.382  C16 1.364, C40 1.385, H102 1.083
22 C -2.168 1.119 2.505  N9 1.516, C32 1.570, C35 1.539, H73 1.093
23 C 1.744 -5.754 -2.724  O2 1.218, N7 1.343, H53 1.103
24 C 5.329 -0.668 -4.139  N8 1.453, H65 1.090, H94 1.087, H104 1.091
25 C -2.251 -1.920 3.177  C19 1.547, C43 1.539, H61 1.093, H106 1.092
26 C 2.834 3.400 1.682  C33 1.563, C46 1.536, H47 1.092, H55 1.088
27 C -1.845 -0.711 -0.900  N10 1.461, C34 1.515, H80 1.107, H98 1.088
28 C 2.822 -3.951 0.296  C40 1.523, H56 1.087, H60 1.097, H69 1.089
29 C 0.301 -3.716 -0.053  C30 1.375, C40 1.358, H112 1.087
30 C -0.822 -2.972 -0.327  C29 1.375, C34 1.371, H109 1.084
31 C -2.950 2.003 -2.679  O5 1.421, C20 1.551, C42 1.557, H70 1.095
32 C -1.926 -0.029 1.461  N10 1.466, C19 1.542, C22 1.570, H48 1.091
33 C 3.623 4.399 0.775  C26 1.563, C45 1.546, H81 1.092, H99 1.090
34 C -0.683 -1.639 -0.615  C16 1.373, C27 1.515, C30 1.371
35 C -0.900 1.520 3.280  C22 1.539, C41 1.531, H66 1.094, H92 1.094
36 C -3.004 3.468 2.890  N9 1.500, C11 1.555, H50 1.084, H85 1.089
37 C 1.677 -8.198 -2.825  N7 1.451, H72 1.091, H75 1.088, H77 1.091
38 C -0.725 -3.965 3.260  O3 1.382, O6 1.212, C43 1.522
39 C 3.266 0.541 -4.427  O4 1.217, N8 1.344, H90 1.105
40 C 1.552 -3.187 -0.051  C21 1.385, C28 1.523, C29 1.358
41 C 0.191 2.341 2.587  C15 1.529, C35 1.531, H52 1.095, H71 1.092
42 C -3.510 3.432 -2.937  C31 1.557, H64 1.093, H79 1.092, H108 1.087
43 C -0.814 -2.459 3.057  C25 1.539, C38 1.522, H97 1.098, H110 1.091
44 C -3.200 1.194 -0.160  N10 1.460, C13 1.540, C20 1.526, H95 1.115
45 C 3.833 5.764 1.470  C33 1.546, H63 1.092, H89 1.090, H105 1.092
46 C 2.020 2.462 0.777  C15 1.546, C26 1.536, H54 1.095, H82 1.095
47 H 3.581 2.820 2.227  C26 1.092
48 H -0.887 -0.313 1.636  C32 1.091
49 H -4.337 5.882 1.170  C17 1.090
50 H -2.061 3.999 2.818  C36 1.084
51 H -2.808 -2.049 1.135  C19 1.087
52 H 0.953 2.526 3.352  C41 1.095
53 H 0.659 -5.852 -2.900  C23 1.103
54 H 1.569 3.015 -0.053  C46 1.095
55 H 2.211 4.022 2.322  C26 1.088
56 H 3.619 -3.764 -0.419  C28 1.087
57 H -1.496 4.153 0.775  C14 1.090
58 H 3.594 -2.437 -5.406  C18 1.092
59 H -4.013 1.928 2.147  N9 1.022
60 H 3.169 -3.538 1.251  C28 1.097
61 H -2.906 -2.783 3.315  C25 1.093
62 H 0.728 -0.066 -0.917  C16 1.086
63 H 3.488 6.556 0.801  C45 1.092
64 H -3.994 3.828 -2.041  C42 1.093
65 H 5.841 -0.114 -4.927  C24 1.090
66 H -0.442 0.576 3.590  C35 1.094
67 H -0.908 2.740 -0.160  C14 1.086
68 H -4.720 1.814 -1.496  C20 1.093
69 H 2.642 -5.008 0.486  C28 1.089
70 H -3.163 1.469 -3.611  C31 1.095
71 H -0.100 3.339 2.252  C41 1.092
72 H 1.803 -8.804 -1.926  C37 1.091
73 H -2.777 0.635 3.274  C22 1.093
74 H -2.827 5.874 2.122  C17 1.088
75 H 0.616 -8.023 -2.988  C37 1.088
76 H 4.318 -6.399 -3.233  C12 1.091
77 H 2.083 -8.739 -3.681  C37 1.091
78 H 2.125 -1.722 -4.713  C18 1.088
79 H -2.675 4.096 -3.168  C42 1.092
80 H -2.753 -1.345 -0.870  C27 1.107
81 H 2.998 4.586 -0.101  C33 1.092
82 H 2.736 1.778 0.310  C46 1.095
83 H 0.282 1.210 0.716  C15 1.090
84 H 3.303 -2.514 -3.652  C18 1.091
85 H -3.050 3.072 3.903  C36 1.089
86 H -4.321 6.531 2.830  C17 1.085
87 H 4.041 -6.464 -1.488  C12 1.091
88 H -4.046 0.297 -1.944  C20 1.090
89 H 4.874 5.978 1.714  C45 1.090
90 H 2.180 0.443 -4.612  C39 1.105
91 H -1.143 1.718 -3.334  O5 0.961
92 H -1.150 2.021 4.219  C35 1.094
93 H 1.465 0.734 1.918  C15 1.097
94 H 5.685 -1.695 -4.125  C24 1.087
95 H -4.006 0.708 0.438  C44 1.115
96 H -3.802 -0.943 2.050  C19 1.100
97 H -0.227 -2.021 3.874  C43 1.098
98 H -1.755 -0.380 -1.932  C27 1.088
99 H 4.553 3.952 0.424  C33 1.090
100 H -2.047 3.847 -0.833  C14 1.090
101 H -4.953 3.831 2.057  C11 1.090
102 H 2.665 -1.365 -0.411  C21 1.083
103 H -3.864 3.142 0.309  C13 1.096
104 H 5.552 -0.190 -3.184  C24 1.091
105 H 3.244 5.871 2.383  C45 1.092
106 H -2.409 -1.262 4.034  C25 1.092
107 H 0.491 -3.988 4.738  O3 0.966
108 H -4.212 3.420 -3.768  C42 1.087
109 H -1.808 -3.423 -0.311  C30 1.084
110 H -0.294 -2.177 2.140  C43 1.091
111 H 4.177 -7.974 -2.418  C12 1.087
112 H 0.151 -4.764 0.194  C29 1.087

**Total charge**: +1

no.,HOMO-LUMO gap (Eh)
1,0.2792
2,0.2974